{
  "formula": "C5H10O2",
  "method": "the ωB97M-V functional and the def2-TZVPD basis",
  "e_tot_ev": -9441.2746,
  "smiles": "OC[C@H]1CCOC1",
  "largest_force_ev_per_a": 0.9,
  "orbital_gap_ev": 10.48,
  "relative_energy_kj_mol": 170.6,
  "elements": ["O", "C", "C", "C", "C", "O", "C", "H", "H", "H", "H", "H", "H", "H", "H", "H", "H"],
  "coordinates": [[2.452864, -0.013415, 1.087674], [1.641555, -0.517651, 0.038042], [0.153885, -0.269988, 0.295180], [-0.401212, 1.147725, 0.095717], [-1.878683, 0.868221, -0.029969], [-2.026299, -0.386322, -0.683104], [-0.758822, -1.056049, -0.675175], [3.361702, -0.307231, 0.924625], [1.926588, -0.049601, -0.918001], [1.795232, -1.604322, -0.060686], [-0.086802, -0.614483, 1.308757], [-0.358957, 1.876177, 0.908102], [0.052412, 1.590636, -0.802950], [-2.355074, 1.743689, -0.495478], [-2.278862, 0.785569, 0.987834], [-0.382074, -1.089312, -1.711274], [-0.864323, -2.106968, -0.360012]],
  "forces_ev_per_a": [[0.093, -0.020, 0.035], [-0.333, -0.160, -0.403], [0.093, 0.066, 0.143], [0.243, 0.005, 0.068], [0.145, 0.362, 0.337], [0.094, 0.051, -0.205], [0.145, -0.138, -0.085], [-0.371, 0.169, 0.100], [-0.098, -0.085, 0.081], [-0.037, 0.152, -0.030], [0.111, 0.075, -0.052], [0.828, -0.234, 0.125], [-0.281, -0.056, 0.093], [-0.354, -0.740, -0.408], [-0.188, -0.021, -0.062], [0.154, 0.196, 0.241], [-0.244, 0.378, 0.021]],
  "nbo_charge": [-0.72, -0.05, -0.27, -0.43, -0.06, -0.53, -0.06, 0.47, 0.16, 0.16, 0.21, 0.22, 0.20, 0.19, 0.16, 0.17, 0.18]
}